# 1
Below is one molecule with the formula CH3Cl2N3, with properties calculated with ωB97M-V with the def2-TZVPD basis set.

The value obtained for the energy is -30598.6383 eV. As for the structure (SMILES): N/C(=N/Cl)NCl. As for the total charge: 0. The energy above the lowest of the compared OMol25 structures with the same formula, charge and spin is 0.000 eV. Its gap between HOMO and LUMO is 8.5 eV. The HOMO energy is -8.6 eV.

Bonds (Å) are listed after each position.
Cartesian coordinates (Å):
1 C -0.265 -0.221 -0.018  N2 1.318, N3 1.354, N4 1.378
2 N -1.449 -0.720 0.275  C1 1.318, Cl5 1.688
3 N 0.725 -1.126 -0.200  C1 1.354, H7 0.958, H8 1.056
4 N 0.077 1.111 -0.110  C1 1.378, Cl6 1.777, H9 1.050
5 Cl -2.762 0.325 0.096  N2 1.688
6 Cl 1.785 1.541 0.128  N4 1.777
7 H 0.712 -2.081 -0.127  N3 0.958
8 H 1.663 -0.687 -0.409  N3 1.056
9 H -0.487 1.859 0.365  N4 1.050


# 2
Below is an isolated ion of composition C6H12Cl2N3 and charge +1, with properties calculated with ωB97M-V with the def2-TZVPD basis set.

The value obtained for the energy is -35923.6822 eV. As for the structure (SMILES): CN(C)/C(Cl)=N/C(Cl)=[N+](C)C. As for the total charge: +1. The energy above the lowest of the compared OMol25 structures with the same formula, charge and spin is 1.669 eV. Its gap between HOMO and LUMO is 9.6 eV. The HOMO energy is -13.5 eV.

Bonds (Å) are listed after each position.
Cartesian coordinates (Å):
1 C 1.172 0.707 -0.116  N7 1.316, N8 1.347, Cl10 1.738
2 C -1.240 0.686 0.089  N7 1.330, N9 1.299, Cl11 1.710
3 C 2.228 -1.313 0.748  N8 1.519, H12 1.120, H13 1.127, H14 0.999
4 C 3.641 0.609 0.072  N8 1.425, H15 1.002, H16 1.022, H17 1.121
5 C -2.191 -1.284 -0.761  N9 1.431, H18 1.122, H19 1.057, H20 1.159
6 C -3.642 0.724 -0.164  N9 1.488, H21 1.021, H22 0.988, H23 1.124
7 N -0.025 0.162 -0.044  C1 1.316, C2 1.330
8 N 2.317 0.139 0.309  C1 1.347, C3 1.519, C4 1.425
9 N -2.320 0.047 -0.250  C2 1.299, C5 1.431, C6 1.488
10 Cl 1.343 2.328 -0.719  C1 1.738
11 Cl -1.370 2.285 0.680  C2 1.710
12 H 2.503 -2.110 0.009  C3 1.120
13 H 2.933 -1.336 1.627  C3 1.127
14 H 1.377 -1.402 1.264  C3 0.999
15 H 3.995 0.960 0.941  C4 1.002
16 H 4.233 -0.165 -0.233  C4 1.022
17 H 3.473 1.377 -0.728  C4 1.121
18 H -2.428 -2.136 -0.072  C5 1.122
19 H -3.029 -1.330 -1.403  C5 1.057
20 H -1.115 -1.499 -1.135  C5 1.159
21 H -3.825 1.539 -0.752  C6 1.021
22 H -4.357 0.055 -0.295  C6 0.988
23 H -3.672 0.957 0.934  C6 1.124


LUMO energy readings, ordered: -0.126 -3.873 eV